[1]
Computed, not measured: C3H5NO2 in the gas phase in a non-equilibrium geometry, with wB97M-V/def2-TZVPD.

Properties
- energy above the lowest of the compared OMol25 structures with the same formula, charge and spin (kJ/mol) = 196.52
- gap between HOMO and LUMO (Eh) = 0.3949
- charge = 0
- SMILES = N=C1OCCO1

Cartesian coordinates (Å):
N: 2.04393 1.28941 0.41137
C: 0.99732 0.59638 0.37973
O: -0.14030 0.95758 1.04722
C: -1.17535 0.25319 0.38048
C: -0.50974 -1.07389 0.08114
O: 0.78555 -0.56846 -0.30189
H: 2.78587 0.85980 -0.13571
H: -1.40826 0.70370 -0.63196
H: -2.19587 0.53470 0.56562
H: -0.34140 -1.82308 0.86762
H: -0.99620 -1.52663 -0.77739

Forces on the atoms, in the same order (eV/Å):
-0.3 -0.2 -0.1
0.2 0.3 0.1
-0.1 0.2 -0.3
-0.3 0.8 -2.3
-0.4 0.0 -0.2
0.1 0.0 0.1
-0.1 -0.1 0.1
1.6 -0.2 0.0
-0.4 -1.0 2.5
-0.4 0.5 0.1
0.2 -0.3 -0.1

---

[2]
Computed, not measured: 2 unconnected molecules or ions with the total composition C3H5NO2, with wB97M-V/def2-TZVPD.

Properties
- energy above the lowest of the compared OMol25 structures with the same formula, charge and spin (kJ/mol) = 470.13
- gap between HOMO and LUMO (Eh) = 0.4296
- charge = 0
- SMILES = [H]/N=C1\O[C@]12CO2.[H][H]

Cartesian coordinates (Å):
H: -2.70633 -0.09086 1.27650
N: -1.69333 -0.05012 1.32503
C: -1.14505 0.10109 0.21559
O: -1.35735 0.25968 -1.11405
C: 0.02446 0.23869 -0.56660
C: 1.25236 -0.20729 -1.17394
O: 0.96135 1.18033 -0.81583
H: 2.06817 -0.67158 -0.61958
H: 1.20776 -0.41422 -2.23926
H: 0.34741 -0.19185 1.99120
H: 1.04055 -0.15386 1.72092

Forces on the atoms, in the same order (eV/Å):
-0.1 0.1 -0.1
-0.1 0.0 -0.4
0.0 -0.1 0.6
0.1 0.0 0.0
-0.1 -0.1 -0.2
0.0 -0.2 -0.1
-0.1 0.2 -0.1
-0.3 0.1 0.0
0.1 0.1 0.0
0.3 0.0 0.2
0.1 0.0 0.2

---

[3]
Computed, not measured: C3H5NO2 in the gas phase in a non-equilibrium geometry, with wB97M-V/def2-TZVPD.

Properties
- energy above the lowest of the compared OMol25 structures with the same formula, charge and spin (kJ/mol) = 251.18
- gap between HOMO and LUMO (Eh) = 0.3930
- charge = 0
- SMILES = N[C@@H]1COC1=O

Cartesian coordinates (Å):
N: 1.51871 0.03398 -0.21052
C: 0.31063 0.05368 0.34920
C: -1.08744 -0.74552 0.00338
O: -1.59128 0.56199 -0.23537
C: -0.35569 1.22982 -0.03265
O: -0.08462 2.36640 -0.00159
H: 1.43061 -0.05646 -1.23716
H: 2.04830 -0.87615 -0.02464
H: 0.42968 0.20838 1.50861
H: -1.18882 -1.41063 -0.90455
H: -1.43007 -1.36549 0.78529

Forces on the atoms, in the same order (eV/Å):
5.3 -3.9 -2.9
-1.7 -2.3 4.2
3.0 0.2 -1.8
-1.4 1.6 -0.1
-3.6 0.4 0.4
-0.3 1.3 -0.7
0.1 0.6 0.5
-0.7 1.7 0.2
-0.4 -0.9 -1.8
0.6 1.0 0.5
-1.0 0.2 1.4

---

[4]
Computed, not measured: 2 unconnected molecules or ions with the total composition C3H5NO2 in a non-equilibrium geometry, with wB97M-V/def2-TZVPD.

Properties
- energy above the lowest of the compared OMol25 structures with the same formula, charge and spin (kJ/mol) = 366.70
- gap between HOMO and LUMO (Eh) = 0.2866
- charge = 0

Cartesian coordinates (Å):
C: 1.49589 -2.04709 -1.73304
C: -1.19399 1.22888 0.40079
C: -0.78810 -0.28593 0.40670
N: 0.23276 0.74968 0.76565
O: 1.64848 -0.91613 -1.90669
O: 1.41222 -3.18073 -1.56182
H: -1.34230 1.84818 -0.57460
H: -1.77711 1.64836 1.28540
H: -1.20042 -0.90775 1.21888
H: 0.94812 0.76619 0.06726
H: 0.56444 1.09634 1.63148

Forces on the atoms, in the same order (eV/Å):
0.2 0.3 0.1
0.1 -1.2 -0.4
-1.3 0.8 -0.8
-1.4 0.5 -0.8
0.0 0.7 -0.1
-0.3 -0.9 0.1
0.6 -1.3 1.8
1.2 -0.3 -1.0
0.4 0.9 0.2
0.3 0.4 -0.5
0.2 0.1 1.4

---

[5]
Computed, not measured: C3H5NO2 in the gas phase, with wB97M-V/def2-TZVPD.

Properties
- energy above the lowest of the compared OMol25 structures with the same formula, charge and spin (kJ/mol) = 123.62
- gap between HOMO and LUMO (Eh) = 0.3819
- charge = 0
- SMILES = O=C1NC[C@@H]1O

Cartesian coordinates (Å):
O: 2.10274 -1.01640 0.18907
C: 0.95476 -0.65548 0.11929
N: -0.23561 -1.34117 0.09470
C: -1.08014 -0.16341 -0.09939
C: 0.18318 0.69431 0.10704
O: 0.40340 1.66880 -0.86282
H: -0.45332 -2.23473 0.50997
H: -1.88629 -0.03816 0.62807
H: -1.47155 -0.08234 -1.11894
H: 0.21443 1.09976 1.13117
H: 1.26842 2.06881 -0.69814

Forces on the atoms, in the same order (eV/Å):
-0.5 0.3 0.0
0.3 -0.1 0.1
0.1 -0.2 0.1
-0.2 0.1 0.0
-0.1 -0.1 0.2
0.4 0.1 0.0
0.0 0.0 -0.2
0.1 0.0 0.0
0.0 0.0 0.2
0.0 0.0 -0.2
-0.2 -0.1 -0.1

---

[6]
Computed, not measured: a molecular structure, C3H5NO2 in a non-equilibrium geometry, with wB97M-V/def2-TZVPD.

Properties
- energy above the lowest of the compared OMol25 structures with the same formula, charge and spin (kJ/mol) = 391.47
- gap between HOMO and LUMO (Eh) = 0.3313
- charge = 0

Cartesian coordinates (Å):
N: 1.56160 -0.49936 0.29169
C: 0.22484 -0.19339 -0.02482
C: -1.07484 -0.80478 0.41067
O: -1.73454 0.51673 0.17861
C: -0.51346 0.92767 -0.18987
O: -0.20889 1.94623 -0.99240
H: 1.92188 0.09361 1.03213
H: 2.22342 -0.54126 -0.47174
H: 0.28780 1.16464 -1.42598
H: -1.56528 -1.51489 -0.26130
H: -1.12255 -1.09519 1.45300

Forces on the atoms, in the same order (eV/Å):
0.2 0.0 0.0
-0.4 -0.2 1.0
-0.2 -0.6 0.6
-0.2 0.0 -0.1
0.2 -0.9 0.0
0.5 -0.8 -0.5
0.0 -0.2 -0.2
-0.2 0.0 0.0
0.3 2.8 -1.2
0.1 0.1 0.2
-0.3 -0.1 0.2

---

[7]
Computed, not measured: C3H5NO2 in the gas phase, with wB97M-V/def2-TZVPD.

Properties
- energy above the lowest of the compared OMol25 structures with the same formula, charge and spin (kJ/mol) = 360.23
- gap between HOMO and LUMO (Eh) = 0.3935
- charge = 0
- SMILES = ON=C1COC1

Cartesian coordinates (Å):
O: 2.11143 -0.83579 -0.27139
N: 1.50961 0.28022 0.31691
C: 0.25738 0.17745 0.19931
C: -0.91812 1.03558 0.58047
O: -1.80008 0.05189 -0.00048
C: -0.70485 -0.78137 -0.43065
H: 2.94651 -0.47444 -0.59182
H: -0.98461 2.00728 0.06926
H: -1.08634 1.17366 1.65412
H: -0.72009 -1.79050 -0.00383
H: -0.61083 -0.84397 -1.52192

Forces on the atoms, in the same order (eV/Å):
0.3 -0.2 -0.3
-0.8 0.3 0.0
0.4 0.2 0.1
0.1 0.3 0.2
-0.1 0.0 0.0
0.2 -0.3 -0.1
0.1 -0.2 0.2
0.1 -0.2 0.1
0.0 -0.1 -0.1
-0.1 0.1 0.0
-0.1 0.0 0.1

---

[8]
Computed, not measured: 2 unconnected molecules or ions with the total composition C3H5NO2 in a non-equilibrium geometry, with wB97M-V/def2-TZVPD.

Properties
- energy above the lowest of the compared OMol25 structures with the same formula, charge and spin (kJ/mol) = 158.37
- gap between HOMO and LUMO (alpha / beta) (Eh) = 0.2204 / 0.3304
- charge = 0
- <S²> = 2.011
- multiplicity = 3

Cartesian coordinates (Å):
C: 1.93146 0.34665 0.03363
C: -2.71987 0.34944 -0.16532
C: 1.37806 -0.68923 0.63869
N: 2.42892 1.37801 -0.39691
O: 0.96298 -1.88698 0.24181
O: -1.86051 1.08577 -0.45835
H: 1.82972 2.16469 -0.58739
H: -2.65063 -0.67206 -0.51057
H: -3.70725 0.58497 0.16763
H: 1.33101 -0.55786 1.75936
H: 1.07611 -2.10341 -0.72259

Forces on the atoms, in the same order (eV/Å):
-0.3 -1.6 -1.7
-1.4 -2.2 -1.4
0.3 0.7 2.9
0.2 1.5 -0.6
-0.1 -1.1 -0.8
2.1 2.5 0.1
0.4 0.6 0.1
0.2 -1.2 0.3
-0.9 0.9 1.0
-0.7 -1.0 -0.8
0.1 0.9 0.8

---

[9]
Computed, not measured: 2 unconnected molecules or ions with the total composition C3H5NO2 in a non-equilibrium geometry, with wB97M-V/def2-TZVPD.

Properties
- energy above the lowest of the compared OMol25 structures with the same formula, charge and spin (kJ/mol) = 305.25
- gap between HOMO and LUMO (alpha / beta) (Eh) = 0.2585 / 0.2605
- charge = 0
- <S²> = 2.014
- multiplicity = 3

Cartesian coordinates (Å):
C: -1.67548 -0.57575 -0.12775
C: 1.06269 -0.98492 0.14627
C: -0.02405 0.92710 -0.43506
N: -2.47665 -1.26128 0.34548
O: -0.62428 2.07712 -0.03802
O: 0.80707 0.36377 0.47063
H: 0.06206 -1.43775 0.31092
H: 1.83288 -1.27533 0.77843
H: 1.42257 -0.88968 -0.93889
H: 0.18802 0.76891 -1.47175
H: -0.57483 2.28782 0.95974

Forces on the atoms, in the same order (eV/Å):
-1.8 -0.6 -0.1
-1.4 1.1 -2.4
1.5 1.6 1.0
-0.3 -0.3 0.4
-0.3 0.7 1.5
-0.2 1.5 0.8
1.5 -1.0 -0.4
1.2 -1.0 1.1
-0.5 -1.2 1.2
0.0 0.3 -0.7
0.2 -1.0 -2.3

---

[10]
Computed, not measured: a gas-phase ion, C3H5NO2S (charge -2) in a non-equilibrium geometry, with wB97M-V/def2-TZVPD.

Properties
- energy above the lowest of the compared OMol25 structures with the same formula, charge and spin (kJ/mol) = 10.90
- gap between HOMO and LUMO (Eh) = 0.2132
- charge = -2
- SMILES = O=C([O-])NCC[S-]

Cartesian coordinates (Å):
O: 2.26211 -0.48496 1.14829
C: 2.06717 -0.07910 -0.01877
O: 2.88143 0.53945 -0.77090
N: 0.80890 -0.34682 -0.61696
C: -0.43355 -0.59074 0.10392
C: -1.38278 0.61151 0.19291
S: -3.19466 0.10449 0.21492
H: 0.71205 0.12281 -1.50058
H: -0.16081 -0.90561 1.11153
H: -0.98675 -1.40414 -0.37475
H: -1.29483 1.31854 -0.62925
H: -1.27828 1.11457 1.13965

Forces on the atoms, in the same order (eV/Å):
-0.1 -0.1 0.2
0.2 0.3 -0.2
-0.1 -0.2 0.1
-0.1 -0.1 0.1
0.3 0.2 -0.2
-1.4 -0.6 0.1
0.3 0.0 -0.1
0.0 0.1 0.0
0.0 -0.1 -0.1
0.0 0.0 0.0
0.4 0.0 -0.1
0.5 0.5 0.2

---

[11]
Computed, not measured: 2 unconnected molecules or ions with the total composition C3H5NO2S in a non-equilibrium geometry, with wB97M-V/def2-TZVPD.

Properties
- energy above the lowest of the compared OMol25 structures with the same formula, charge and spin (kJ/mol) = 617.81
- gap between HOMO and LUMO (Eh) = 0.3585
- charge = 0

Cartesian coordinates (Å):
C: -1.73520 -0.58910 0.21062
C: -0.81976 0.45525 0.58167
C: 2.49258 0.57596 -0.56999
H: -1.98680 -2.60280 -0.63169
H: -1.08646 1.11453 1.56901
H: -0.88823 1.23668 -0.21071
H: 3.02989 -0.26311 0.12784
H: 3.07720 1.63531 -1.50017
N: 1.28974 0.82097 -0.48978
O: -2.89999 -0.36279 -0.33399
O: 0.55819 0.10083 0.72242
S: -1.03114 -2.12172 0.52477

Forces on the atoms, in the same order (eV/Å):
-5.4 0.4 -2.2
1.2 5.1 1.8
3.5 0.7 -0.5
2.0 0.4 2.8
0.1 -2.0 -2.1
0.0 -0.5 0.4
-0.8 2.4 -1.9
-1.5 -3.9 2.9
-2.7 -0.1 1.7
5.3 -1.1 2.4
0.9 0.7 -2.1
-2.5 -2.3 -3.3

---

[12]
Computed, not measured: C3H5NO2S in the gas phase in a non-equilibrium geometry, with wB97M-V/def2-TZVPD.

Properties
- energy above the lowest of the compared OMol25 structures with the same formula, charge and spin (kJ/mol) = 482.81
- gap between HOMO and LUMO (Eh) = 0.3323
- charge = 0
- SMILES = C=NOCC(O)=S

Cartesian coordinates (Å):
C: 2.85449 -0.84556 -0.13816
N: 1.92164 0.06450 -0.33533
O: 0.66376 -0.42218 0.12046
C: -0.45001 0.47174 0.10967
C: -1.80110 0.02398 -0.13420
O: -2.54490 1.12280 -0.15700
S: -2.62203 -1.47469 -0.10997
H: 3.85087 -0.47099 -0.28793
H: 2.68986 -1.78550 0.41649
H: -0.87892 1.01874 1.24869
H: -0.09851 1.57777 -0.39351
H: -3.58513 0.71939 -0.33922

Forces on the atoms, in the same order (eV/Å):
-2.6 2.1 0.8
0.9 -1.7 0.7
-1.1 -0.3 0.3
2.9 4.8 1.8
-2.4 -2.0 -0.3
-4.5 -1.2 -1.3
1.7 1.7 -0.3
0.2 -0.1 -0.5
-0.1 0.4 -0.6
2.2 -1.8 -2.3
-1.3 -3.4 0.8
4.0 1.5 0.9